{"formula": "C13H27Cl2FeN2OP2", "method": "wB97M-V/def2-TZVPD", "homo_energy_ev": [-15.01, -14.99], "e_lumo_ev": [-5.8171, -9.3145], "multiplicity": 6, "charge": 2, "symbols": ["C", "C", "H", "H", "H", "O", "Cl", "Fe", "P", "C", "C", "H", "H", "H", "H", "H", "H", "C", "H", "H", "H", "P", "C", "C", "H", "H", "H", "C", "H", "H", "H", "H", "H", "H", "Cl", "N", "C", "C", "C", "C", "C", "N", "H", "H", "H", "H", "H", "H"], "positions_angstrom": [[1.204831, -0.087650, -6.497316], [0.781418, 0.328875, -5.123446], [2.293161, -0.095534, -6.516564], [0.838247, 0.629381, -7.241298], [0.833768, -1.094764, -6.720144], [1.482146, 0.620194, -4.175199], [-0.998078, 0.372847, -4.979080], [-0.297869, -0.095587, 0.224442], [-0.202672, 2.364318, -0.283068], [0.947899, 3.394958, 0.690064], [-0.001274, 2.881678, -2.003998], [-0.202296, 3.965581, -2.064960], [-1.955306, 4.011136, -0.024272], [-0.695127, 2.301043, -2.629810], [-2.622126, 2.366837, -0.386139], [1.971657, 3.121401, 0.398537], [1.020277, 2.628678, -2.323439], [-1.881971, 2.938865, 0.184373], [0.731558, 4.453117, 0.489973], [-2.085598, 2.769428, 1.247218], [0.853873, 3.208753, 1.767748], [0.023402, -2.386511, 0.042672], [1.259554, -3.154374, 1.121805], [-1.604463, -3.042603, 0.563305], [-0.463322, -2.670351, -2.294107], [0.188375, -4.181822, -1.533691], [1.287289, -2.804831, -1.946582], [0.282579, -3.087315, -1.602740], [-2.383177, -2.621768, -0.081350], [-1.576643, -4.136189, 0.489419], [1.151964, -4.247339, 1.059615], [1.144960, -2.803369, 2.157632], [-1.845762, -2.739750, 1.589210], [2.253949, -2.837309, 0.780953], [-1.746831, -0.188193, -1.449618], [-0.687317, -2.399415, 3.548537], [-0.779580, -1.034683, 3.573804], [-1.096751, -0.529729, 4.866992], [-1.178457, 0.827506, 5.047683], [-0.952532, 1.675195, 3.943535], [-0.661687, 1.090350, 2.728789], [-0.569027, -0.237417, 2.479882], [-0.540661, -3.014419, 2.759966], [-0.849253, -2.813620, 4.460653], [-1.242747, -1.311512, 5.647117], [-1.408630, 1.213431, 6.020909], [-0.995037, 2.758080, 4.012014], [-0.462413, 1.696107, 1.843875]], "atomic_forces_ev_per_a": [[0.5, 0.0, 0.2], [1.2, 0.5, 1.3], [0.0, 0.0, -0.1], [-0.1, -0.3, 0.2], [-0.1, 0.3, 0.0], [-1.5, -0.6, -1.7], [0.0, 0.1, 0.2], [-1.4, 0.9, 0.5], [0.1, 0.6, -0.1], [0.1, -0.3, 0.0], [0.1, -0.4, -0.1], [0.1, -0.5, -0.1], [0.0, -0.2, -0.1], [0.2, 0.3, 0.1], [0.1, 0.3, 0.0], [-0.2, 0.3, 0.0], [-0.3, 0.3, 0.0], [0.0, -0.4, 0.1], [0.2, -0.3, 0.0], [0.0, 0.1, -0.2], [0.0, 0.1, -0.3], [0.3, -1.5, -0.3], [0.2, 0.2, 0.1], [-0.1, 0.4, 0.1], [0.2, -0.2, 0.2], [0.1, 0.3, -0.1], [-0.3, -0.2, 0.0], [0.1, 0.2, -0.1], [0.2, -0.3, 0.0], [-0.1, 0.2, 0.0], [0.2, 0.3, 0.1], [0.3, -0.2, -0.5], [-0.1, -0.2, -0.5], [-0.2, -0.3, 0.0], [0.2, 0.0, 0.7], [-0.1, 0.3, 0.3], [0.1, -0.7, -0.2], [0.2, -0.1, -0.4], [0.1, -0.5, -0.3], [0.2, -0.2, -0.7], [-0.1, 0.7, 0.5], [-0.3, -0.7, 0.5], [-0.1, 0.5, 0.6], [0.1, -0.3, -0.6], [0.0, 1.2, -0.4], [-0.1, 0.3, 0.3], [0.0, -0.2, 0.1], [-0.1, -0.1, 0.8]], "mulliken_spin": [0.00, 0.00, 0.00, 0.00, 0.00, 0.00, 0.00, 4.29, 0.12, 0.00, -0.01, 0.00, 0.01, 0.00, 0.00, 0.00, 0.00, 0.02, 0.01, 0.00, 0.00, 0.06, 0.01, 0.02, 0.00, 0.00, 0.00, 0.00, 0.01, 0.01, 0.01, 0.00, 0.00, 0.00, 0.35, 0.01, 0.00, 0.00, 0.00, 0.00, 0.04, 0.09, 0.00, 0.00, 0.00, 0.00, 0.00, -0.06]}


{"formula": "C3H12O4", "method": "wB97M-V/def2-TZVPD", "homo_energy_ev": [-13.63, -13.61], "e_lumo_ev": [-3.4951, -10.5144], "multiplicity": 2, "charge": 1, "symbols": ["C", "O", "C", "C", "O", "H", "H", "H", "H", "H", "H", "H", "H", "H", "H", "O", "H", "H", "O"], "positions_angstrom": [[0.545281, 1.761547, 0.158150], [0.835274, 2.834667, -0.836820], [-0.312543, 0.767318, -0.588040], [-0.496833, -0.555311, 0.062796], [-1.568784, -1.390379, -0.387209], [0.180609, 2.003535, 1.106471], [1.529540, 1.237057, 0.234436], [0.122144, 3.494819, -0.997911], [-0.043872, 0.694046, -1.641976], [-1.340093, 1.294068, -0.751647], [-0.614544, -0.332629, 1.209495], [0.377575, -1.183487, -0.136227], [-2.344741, -0.872814, -0.891322], [-2.550979, -3.305459, 0.282894], [-3.588140, -4.422518, -0.341488], [-3.034061, -4.190879, 0.464961], [3.659584, 0.353075, 1.360068], [4.354798, 1.784024, 1.561868], [3.997907, 1.173460, 0.910056]], "atomic_forces_ev_per_a": [[2.8, 0.3, -2.5], [-0.8, -2.0, 1.5], [-3.7, 2.0, -2.4], [-0.2, -1.6, 2.0], [-1.4, 2.8, -1.8], [-0.8, 1.2, 1.2], [-0.3, 0.7, 0.2], [0.1, -0.2, 0.6], [0.5, -0.5, -0.2], [1.3, -0.6, 0.6], [0.2, -0.6, -1.7], [0.1, 0.0, 0.7], [2.4, -1.4, 1.9], [-1.4, -2.4, 0.1], [1.2, 0.7, 1.5], [0.2, 1.7, -1.6], [0.9, 1.4, -0.3], [0.0, -0.3, 0.3], [-1.0, -1.2, 0.0]], "mulliken_spin": [0.03, 0.50, 0.12, 0.05, 0.18, 0.00, 0.03, -0.01, 0.03, 0.02, 0.04, 0.01, -0.01, 0.00, 0.00, 0.00, 0.00, 0.00, 0.01]}


{"formula": "C5H13N2S", "method": "wB97M-V/def2-TZVPD", "homo_energy_ev": -2.66, "e_lumo_ev": 3.8674, "charge": -1, "symbols": ["C", "C", "N", "C", "H", "H", "H", "H", "H", "H", "H", "C", "C", "S", "N", "H", "H", "H", "H", "H", "H"], "positions_angstrom": [[-1.005623, 2.243780, 2.603713], [-1.564211, 1.314387, 1.823866], [-2.231982, 0.189620, 2.264935], [-2.358009, -0.972278, 1.395122], [-0.900555, 2.149163, 3.678194], [-0.510428, 3.066715, 2.109327], [-1.494690, 1.403769, 0.745824], [-1.982088, -0.056395, 3.211886], [-3.244497, -1.537838, 1.697503], [-2.492040, -0.639511, 0.369632], [-1.480753, -1.620207, 1.402647], [2.463549, -1.221679, -2.012447], [1.765234, -0.740417, -0.740201], [0.060976, -0.151969, -1.070002], [2.539808, -0.216012, -3.072623], [1.906957, -2.080389, -2.395755], [3.484316, -1.556704, -1.782298], [2.348964, 0.066837, -0.284189], [1.721741, -1.567366, -0.024372], [3.166910, 0.521662, -2.770108], [1.606067, 0.196456, -3.107000]], "atomic_forces_ev_per_a": [[0.3, 0.1, -0.2], [0.1, -0.1, 0.1], [0.1, -0.1, 0.1], [-0.3, 0.1, 0.1], [-0.2, 0.0, 0.0], [0.0, 0.1, 0.1], [-0.1, 0.0, 0.0], [-0.1, 0.0, 0.0], [0.1, -0.1, 0.0], [0.1, 0.0, 0.0], [0.1, 0.0, -0.1], [0.0, 0.0, 0.2], [-0.4, 0.0, -0.1], [0.1, 0.0, -0.1], [0.0, -0.2, -0.1], [0.0, 0.0, 0.0], [0.0, 0.0, 0.0], [0.1, 0.0, 0.0], [0.1, 0.0, 0.0], [-0.1, 0.1, 0.1], [0.0, 0.1, 0.0]], "nbo_charge": [-0.58, 0.04, -0.62, -0.40, 0.17, 0.20, 0.23, 0.35, 0.17, 0.23, 0.19, -0.23, -0.53, -0.74, -0.86, 0.17, 0.15, 0.17, 0.17, 0.33, 0.38]}


{"formula": "C6H12FN", "method": "wB97M-V/def2-TZVPD", "homo_energy_ev": -8.42, "e_lumo_ev": 1.0188, "charge": 0, "smiles": "CN1CCC[C@@]1(C)F", "symbols": ["C", "N", "C", "C", "C", "C", "C", "F", "H", "H", "H", "H", "H", "H", "H", "H", "H", "H", "H", "H"], "positions_angstrom": [[-2.143755, -0.056911, -0.527039], [-0.703868, -0.109494, -0.607171], [0.056559, 0.939958, -1.373235], [1.463661, 0.883129, -0.763381], [1.378665, 0.547164, 0.703510], [0.098798, -0.261570, 0.846850], [0.105180, -1.742913, 1.273309], [-0.687117, 0.377366, 1.776278], [-2.458420, -0.995979, -0.390920], [-2.454068, 0.682534, 0.282449], [-2.303100, 0.289088, -1.569264], [-0.221268, 2.038303, -1.462275], [0.038037, 0.620266, -2.489036], [1.917870, 1.890808, -1.072228], [2.086215, -0.040642, -1.061807], [2.142412, 0.048408, 1.195568], [1.362534, 1.440180, 1.225006], [-0.973646, -2.064849, 1.356953], [0.780303, -1.959281, 2.053754], [0.515008, -2.525566, 0.602679]], "atomic_forces_ev_per_a": [[2.3, 4.8, -0.7], [3.8, 0.6, 2.5], [-0.2, -1.2, -1.1], [2.0, -0.8, -1.8], [-2.1, 0.0, -1.0], [-2.0, -0.2, -2.7], [-1.0, -0.6, -2.0], [-0.5, 0.2, 0.7], [-1.8, -3.4, 0.6], [-0.3, -0.9, -1.2], [-1.2, -0.1, 0.7], [-0.6, -1.1, 1.0], [0.3, 0.4, 1.7], [0.2, -1.7, 0.9], [-0.9, 1.7, -1.0], [2.0, -1.3, 0.1], [-1.0, 1.8, 1.5], [1.2, 0.4, 0.7], [0.0, 0.3, 2.0], [-0.2, 1.1, -0.8]], "nbo_charge": [-0.41, -0.47, -0.23, -0.41, -0.47, 0.53, -0.67, -0.38, 0.19, 0.18, 0.20, 0.18, 0.20, 0.22, 0.21, 0.21, 0.22, 0.23, 0.22, 0.23]}


How do the records compare in relative energy (zero: lowest compared OMol25 entry of this formula, charge and spin)? In the order shown, they have 34.62; 79.52; 19.97; 48.83 kcal per mole.